<a>
# C2H4O2

A cluster of 2 separate species, C2H4O2 in total (wB97M-V/def2-TZVPD, the Open Molecules 2025 dataset).

The SMILES is C=C=O.O. The value obtained for the HOMO-LUMO gap is 10.07 eV. For the HOMO energy, the calculation gives -0.3480 Eh.

The geometry in XYZ format:
```
8
Properties=species:S:1:pos:R:3:mulliken_charge:R:1
C 1.5750 0.0006 -0.0308 -0.899
C 0.4544 -0.6531 -0.1333 0.863
O -0.3658 -1.5245 -0.1321 -0.495
H 2.5173 -0.5278 -0.0147 0.282
H 1.5635 1.0787 0.0521 0.269
O -1.6044 0.8064 0.1726 -0.661
H -1.6439 -0.2073 0.2239 0.335
H -2.4960 1.0269 -0.1377 0.306
```

***

<b>
# C2H4O2

An isolated molecule of C2H4O2 (wB97M-V/def2-TZVPD, the Open Molecules 2025 dataset).

The value obtained for the HOMO-LUMO gap (alpha / beta) is 8.69 / 8.69 eV. For the HOMO energy (alpha / beta), the calculation gives -0.3439 / -0.3439 Eh.

The geometry in XYZ format:
```
8
Properties=species:S:1:pos:R:3:mulliken_charge:R:1
C -1.0859 -0.3463 0.0650 0.113
C 0.3411 -0.0224 -0.1287 -0.839
O -3.0689 -1.9776 -1.0425 -0.391
O -1.7742 -1.1974 -0.7273 -0.210
H -1.4097 0.0724 0.9415 0.421
H 0.7066 0.8032 0.4900 0.333
H 0.4058 0.4356 -1.1279 0.276
H 0.8014 -0.9023 0.0050 0.297
```

***

<c>
# C2H4O2

An isolated molecule of C2H4O2 (wB97M-V/def2-TZVPD, the Open Molecules 2025 dataset).

The SMILES is O=CCO. The value obtained for the HOMO-LUMO gap is 11.52 eV. For the HOMO energy, the calculation gives -0.3907 Eh.

The geometry in XYZ format:
```
8
Properties=species:S:1:pos:R:3:mulliken_charge:R:1
O -0.0380 0.3112 -1.6507 -0.510
C -0.3544 0.7002 -0.5498 0.176
C 0.0397 -0.1305 0.6522 -0.324
O 0.8816 -1.2047 0.1928 -0.538
H -0.8775 1.6717 -0.4428 0.350
H -0.7799 -0.6602 1.1324 0.240
H 0.3583 0.6047 1.4498 0.252
H 0.7703 -1.2924 -0.7839 0.353
```

***

<d>
# C2H4O2

An isolated molecule of C2H4O2 (wB97M-V/def2-TZVPD, the Open Molecules 2025 dataset).

The SMILES is O=CCO. The value obtained for the HOMO-LUMO gap is 11.31 eV. For the HOMO energy, the calculation gives -0.3823 Eh.

The geometry in XYZ format:
```
8
Properties=species:S:1:pos:R:3:mulliken_charge:R:1
O -0.1103 -0.3185 -1.4991 -0.525
C -0.7327 -0.3720 -0.4625 0.086
C 0.1329 0.1164 0.6430 -0.367
O 1.2698 0.7065 0.1975 -0.533
H -1.7194 -0.6957 -0.4552 0.440
H -0.3932 1.0765 0.8679 0.229
H 0.2157 -0.6320 1.4619 0.275
H 1.3372 0.1188 -0.7535 0.395
```

***

Top of the stability list: <c>, leading by 0.409 eV.

***

<a>
# C2H4O2

An isolated molecule of C2H4O2 (wB97M-V/def2-TZVPD, the Open Molecules 2025 dataset).

The SMILES is O=CCO. The value obtained for the HOMO-LUMO gap is 8.97 eV. For the HOMO energy, the calculation gives -0.3139 Eh.

The geometry in XYZ format:
```
8
Properties=species:S:1:pos:R:3:mulliken_charge:R:1
O 0.8016 1.6707 0.2786 -0.476
C 1.1457 0.5652 -0.0213 0.180
C -0.3430 -0.5744 -0.0322 -0.561
O -1.3698 0.3213 -0.1838 -0.497
H 1.4191 -0.3880 -0.3853 0.423
H -0.2948 -1.0724 0.9578 0.280
H -0.4027 -1.3585 -0.8216 0.315
H -1.0118 1.1616 0.1686 0.336
```

***

<b>
# C2H4O2

A cluster of 2 separate species, C2H4O2 in total (wB97M-V/def2-TZVPD, the Open Molecules 2025 dataset).

The SMILES is C=O.C=O. The value obtained for the HOMO-LUMO gap is 10.70 eV. For the HOMO energy, the calculation gives -0.3786 Eh.

The geometry in XYZ format:
```
8
Properties=species:S:1:pos:R:3:mulliken_charge:R:1
C 2.4308 1.5569 0.9629 -0.044
O 3.3304 0.7309 0.8567 -0.391
H 1.9020 1.8790 0.0344 0.211
H 2.1915 2.1167 1.8982 0.224
C -2.4154 -1.5274 -0.9620 -0.005
O -2.5599 -2.4883 -1.7298 -0.406
H -1.5360 -0.8926 -0.6994 0.211
H -3.3433 -1.3753 -0.3609 0.200
```

***

Top of the stability list: <b>, leading by 1.715 eV.

***

<a>
# C2H4O2

A structure of composition C2H4O2 (wB97M-V/def2-TZVPD, the Open Molecules 2025 dataset).

The value obtained for the HOMO-LUMO gap is 11.71 eV. For the HOMO energy, the calculation gives -0.4020 Eh.

The geometry in XYZ format:
```
8
Properties=species:S:1:pos:R:3:mulliken_charge:R:1
C 0.1857 -0.5505 0.8168 -0.554
C -0.1680 0.6202 -1.0992 0.262
H -0.9743 -1.0276 1.3990 0.196
H 1.2059 -1.2873 1.0598 0.204
H 0.2979 0.7381 1.2069 0.276
H -0.1852 0.3715 -2.1986 0.304
O 0.0759 -0.5914 -0.5345 -0.210
O -0.4379 1.7269 -0.6502 -0.478
```

***

<b>
# C2H4O2

An isolated molecule of C2H4O2 (wB97M-V/def2-TZVPD, the Open Molecules 2025 dataset).

The value obtained for the HOMO-LUMO gap (alpha / beta) is 8.24 / 8.41 eV. For the HOMO energy (alpha / beta), the calculation gives -0.3399 / -0.3441 Eh.

The geometry in XYZ format:
```
8
Properties=species:S:1:pos:R:3:mulliken_charge:R:1
C 1.0744 -0.6152 0.1929 0.063
C -0.1072 0.3570 -0.0727 -0.877
O 3.6777 0.0725 -0.0663 -0.428
O 2.2204 0.1290 -0.0333 -0.095
H 1.0704 -1.4403 0.7921 0.400
H -0.6103 0.0854 -0.9571 0.266
H 0.2984 1.3242 0.0804 0.314
H -0.8336 0.3135 0.6449 0.357
```

***

Top of the stability list: <a>, leading by 4.006 eV.

***

<a>
# H12IO6

A cluster of 7 separate species, H12IO6 in total (wB97M-V/def2-TZVPD, the Open Molecules 2025 dataset).

Its charge is -1. The value obtained for the HOMO-LUMO gap is 8.58 eV. For the HOMO energy, the calculation gives -0.1937 Eh.

The geometry in XYZ format:
```
19
Properties=species:S:1:pos:R:3:mulliken_charge:R:1
I -16.3569 15.2789 0.7030 -0.539
O -15.1747 18.5722 1.1949 -0.588
H -15.4890 17.6641 1.3946 0.197
H -14.6045 18.8158 1.9401 0.279
O -13.3415 14.9539 -1.4465 -0.583
H -14.0502 15.4622 -1.0370 0.239
H -13.1625 15.4272 -2.2739 0.297
O -19.1419 17.3891 1.8026 -0.653
H -18.5190 18.1117 1.9186 0.332
H -18.5774 16.6866 1.4342 0.235
O -17.7184 12.8492 -1.5187 -0.614
H -17.1971 13.3055 -0.8492 0.223
H -17.0518 12.3897 -2.0255 0.295
O -15.8432 16.2104 -2.8286 -0.633
H -16.3727 15.7376 -2.1464 0.288
H -15.3077 16.8377 -2.3389 0.317
O -13.0045 16.4060 1.3792 -0.594
H -13.7972 15.9503 1.2449 0.197
H -12.3344 15.9315 0.8404 0.304
```

***

<b>
# H12IO6

A cluster of 7 separate species, H12IO6 in total (wB97M-V/def2-TZVPD, the Open Molecules 2025 dataset).

Its charge is -1. The value obtained for the HOMO-LUMO gap is 8.62 eV. For the HOMO energy, the calculation gives -0.2011 Eh.

The geometry in XYZ format:
```
19
Properties=species:S:1:pos:R:3:mulliken_charge:R:1
I 0.0086 -0.3728 0.2647 -0.658
O -1.0996 -2.6053 -2.3678 -0.636
H -0.4712 -2.0685 -1.8539 0.259
H -1.6347 -3.0366 -1.6946 0.334
O 3.5778 -1.4753 0.2482 -0.626
H 3.8886 -0.7476 0.7951 0.307
H 2.6516 -1.2463 0.0578 0.289
O 1.6117 2.5707 -1.5283 -0.627
H 1.3826 2.1603 -2.3679 0.312
H 1.3148 1.9253 -0.8670 0.301
O 1.4604 0.3196 3.4066 -0.662
H 1.8632 1.1893 3.3207 0.300
H 0.9590 0.2013 2.5698 0.202
O -3.5768 -0.2101 1.7516 -0.641
H -3.5638 0.2077 2.6182 0.298
H -2.6409 -0.2597 1.4951 0.268
O -1.7375 1.3934 -2.2115 -0.597
H -2.6255 1.4635 -1.8475 0.289
H -1.3683 0.5912 -1.7890 0.287
```

***

Top of the stability list: <b>, leading by 0.138 eV.